Record 1
This record from the Open Molecules 2025 dataset describes a molecular structure, C39H42As2N11O11Pd in a non-equilibrium geometry. The level of theory is ωB97M-V/def2-TZVPD.

```
106
Properties=species:S:1:pos:R:3:mulliken_charge:R:1
Pd 0.1070 0.4029 -1.1248 0.467
C -0.8913 6.3056 0.0715 -0.902
N -0.8626 4.9132 -0.3063 0.905
C 0.0297 3.9542 -0.0214 -0.528
N -0.3724 2.8032 -0.5299 0.870
C -1.5430 3.1203 -1.1387 -1.157
N -1.8621 4.3812 -1.0078 -1.168
C -0.6710 6.4919 1.5519 0.636
C -0.0508 7.6246 2.0639 -0.907
C 0.1964 7.7317 3.4239 -0.632
C -0.1472 6.7094 4.2897 -0.879
C -0.8078 5.5930 3.7860 -0.025
C -1.0883 5.5055 2.4253 -0.180
C -1.2004 4.4690 4.6023 0.656
N -0.8878 4.1694 5.8272 -0.540
N -1.4514 2.9878 6.1069 -0.467
C -2.0961 2.6042 5.0457 0.419
O -1.9691 3.5030 4.0428 -0.174
C -2.8602 1.4023 4.8131 0.088
C -2.9292 0.3861 5.7625 -0.937
C -3.6509 -0.7565 5.4789 -0.764
C -4.2806 -0.9087 4.2518 -0.719
C -4.2193 0.1043 3.3043 0.864
C -4.8250 -0.0446 1.9297 -1.367
N -3.7706 -0.3055 0.9770 1.113
C -2.8111 0.5072 0.5214 -0.580
N -2.0053 -0.1674 -0.2811 0.551
C -2.5261 -1.4147 -0.2796 -1.015
N -3.5852 -1.5253 0.4780 -1.142
C -3.5175 1.2608 3.5943 -0.019
H -1.8815 6.6654 -0.2239 0.318
H -0.1374 6.8580 -0.4970 0.445
H 0.9242 4.1156 0.5432 0.513
H -2.1356 2.4132 -1.6890 0.658
H 0.2451 8.4206 1.3987 0.472
H 0.6746 8.6178 3.8078 0.416
H 0.0798 6.7556 5.3416 0.562
H -1.6240 4.6458 2.0521 0.759
H -2.4223 0.5172 6.7038 0.565
H -3.7176 -1.5414 6.2147 0.438
H -4.8261 -1.8139 4.0391 0.456
H -5.3567 0.8653 1.6370 0.344
H -5.5007 -0.8979 1.8807 0.398
H -2.7193 1.5476 0.7549 0.492
H -2.1420 -2.2258 -0.8612 0.374
H -3.4860 2.0673 2.8779 0.713
C 3.4925 -0.6217 -6.5745 -0.840
O 3.1906 -1.5360 -5.5213 -0.197
C 2.1578 -1.2473 -4.7514 0.140
O 1.4985 -0.2341 -4.8279 -0.542
C 1.8085 -2.2851 -3.7527 -0.107
C 2.4210 -3.4630 -3.6823 0.624
As 2.0817 -5.1073 -2.5704 0.047
C 0.7161 -5.8243 -3.7830 -1.075
C 1.1677 -3.8177 -1.4202 0.616
C 0.0286 -3.2612 -1.9418 -0.282
As 0.2283 -1.5187 -2.7569 1.886
C -1.1326 -1.5435 -4.1698 -1.278
C -1.1671 -4.0885 -2.1076 -0.406
O -2.1721 -3.7513 -2.6941 -0.552
O -1.0951 -5.2111 -1.3691 -0.285
C -2.3012 -5.9616 -1.2827 -0.833
C 2.1073 -2.9223 -0.7039 0.693
O 2.1361 -1.7127 -0.8561 -0.539
O 2.9385 -3.4540 0.1979 -0.397
C 2.8470 -4.8100 0.6042 -0.872
C 3.4161 -3.9685 -4.6761 0.322
O 3.0148 -4.5852 -5.6255 -0.573
O 4.7091 -3.8666 -4.3959 -0.347
C 5.1147 -3.1031 -3.2743 -0.321
H 3.9823 -1.2070 -7.3469 0.299
H 4.1517 0.1689 -6.2129 0.296
H 2.5722 -0.1769 -6.9524 0.330
H 1.2344 -6.1593 -4.6811 0.486
H -0.0358 -5.0907 -4.0658 0.252
H 0.2363 -6.6848 -3.3183 0.397
H -1.1301 -2.4877 -4.7144 0.429
H -0.9256 -0.7184 -4.8512 0.419
H -2.1136 -1.3875 -3.7205 0.391
H -2.0950 -6.7787 -0.5972 0.266
H -2.6026 -6.3424 -2.2606 0.320
H -3.1040 -5.3264 -0.8998 0.319
H 3.2573 -4.8435 1.6129 0.360
H 3.4498 -5.4520 -0.0499 0.291
H 1.8100 -5.1559 0.6044 0.379
H 6.1964 -3.2081 -3.2187 0.400
H 4.6663 -3.4792 -2.3453 0.111
H 4.8488 -2.0503 -3.4000 0.176
C 3.5140 2.4577 2.3870 -1.470
C 2.4777 1.4289 2.1206 0.631
C 1.7839 0.5902 2.9701 -1.377
C 0.8941 -0.1339 2.1607 0.029
N 1.0345 0.2563 0.9025 0.594
N 1.9867 1.2020 0.8861 0.542
C -0.0775 -1.1887 2.5556 -0.577
H 4.1588 2.1431 3.2029 0.417
H 3.0451 3.3984 2.6808 0.247
H 4.1183 2.6338 1.4990 0.359
H 1.9085 0.4970 4.0274 0.552
H 2.3296 1.5500 -0.0069 -0.001
H 0.4075 -1.9459 3.1687 0.455
H -0.4782 -1.6636 1.6599 -0.103
H -0.8996 -0.7716 3.1384 -0.136
O 1.8015 1.5455 -2.2659 -0.303
N 1.0669 1.9172 -3.1879 0.292
O -0.1022 1.5398 -3.1845 -0.344
```

Output
Kohn-Sham gap (alpha / beta) ... 6.12 / 6.11 eV
Net charge ... +1
Max |F| ... 1.77 eV/A


Record 2
This record from the Open Molecules 2025 dataset describes a molecular structure, C39H43As2AuClSi2 in a non-equilibrium geometry. The level of theory is ωB97M-V/def2-TZVPD.

```
88
Properties=species:S:1:pos:R:3:mulliken_charge:R:1
C 5.1128 0.1956 -0.3477 -0.238
C 4.1613 -0.7497 -0.7422 -1.086
C 3.0552 -0.0395 -1.4185 -0.763
H 4.2199 -1.8263 -0.6147 0.557
C 3.4371 1.3811 -1.3902 -0.416
C 4.6748 1.4937 -0.7507 -0.724
H 5.2625 2.4042 -0.6284 0.555
H 6.0639 -0.0136 0.1366 0.503
H 2.3758 -0.4828 -2.1526 0.845
H 2.8519 2.1865 -1.8438 0.515
Au 1.7435 0.0225 0.2957 1.097
Si -1.6466 0.1230 0.3173 0.249
C -1.5314 -1.7722 0.5735 1.111
C -2.3253 -2.4372 1.5177 -0.604
H -2.9409 -1.8382 2.1923 0.481
C -2.3776 -3.8299 1.5099 -0.550
H -3.0340 -4.3478 2.2146 0.430
C -1.6057 -4.5557 0.5981 -0.631
H -1.6485 -5.6444 0.6112 0.441
C -0.7841 -3.9011 -0.3238 -1.215
H -0.1700 -4.4654 -1.0342 0.474
C -0.7597 -2.5057 -0.3388 -0.099
H -0.1289 -2.0110 -1.0825 0.577
C -1.3058 0.6967 -1.5562 1.932
C -1.3438 -0.2149 -2.6517 -0.320
H -1.6194 -1.2709 -2.5239 0.182
C -1.0319 0.2390 -3.9439 -1.172
H -1.1808 -0.4165 -4.8050 0.470
C -0.5672 1.5426 -4.1216 -0.800
H -0.3984 1.9249 -5.1278 0.474
C -0.3188 2.3719 -3.0259 -0.627
H 0.1185 3.3648 -3.1595 0.519
C -0.6462 1.9383 -1.7387 -0.418
H -0.3845 2.5423 -0.8646 0.269
H -0.0255 0.0918 0.3928 -0.371
Si -3.4996 -0.2012 -1.1844 0.340
C -4.3433 0.9456 -2.3244 0.604
C -5.2109 0.3387 -3.2508 -0.729
H -5.7023 -0.6038 -3.0166 0.426
C -5.3828 0.9259 -4.5102 -0.566
H -5.9712 0.4161 -5.2811 0.419
C -4.7792 2.1601 -4.7920 -0.533
H -4.8837 2.6150 -5.7872 0.379
C -4.0579 2.8408 -3.7980 -0.393
H -3.6063 3.8151 -4.0103 0.423
C -3.8976 2.2621 -2.5374 -0.678
H -3.3794 2.7831 -1.7388 0.507
C -4.5153 -1.7690 -0.9313 0.475
C -4.0967 -2.7784 -1.8114 0.129
H -3.3627 -2.5446 -2.5862 0.350
C -4.5801 -4.0816 -1.6848 -0.856
H -4.2293 -4.8558 -2.3664 0.411
C -5.5475 -4.3712 -0.7147 -0.510
H -5.9775 -5.3753 -0.6570 0.401
C -5.9874 -3.3674 0.1551 -0.626
H -6.7562 -3.5962 0.8952 0.413
C -5.4770 -2.0653 0.0508 -0.517
H -5.7967 -1.2796 0.7380 0.447
H -2.9454 0.3797 0.8208 -0.321
Cl -1.2167 1.5699 1.8708 -0.426
C 2.2510 4.0349 3.9327 -1.238
As 2.2346 2.7786 2.4192 0.473
C 2.9090 4.0127 1.0660 -0.943
C 3.9650 1.8837 2.8591 -0.056
C 5.1025 2.6746 3.0461 -0.432
C 6.3281 2.0686 3.3579 -0.755
C 6.4063 0.6817 3.4761 -0.666
C 5.2733 -0.1176 3.2768 -0.510
C 4.0540 0.4813 2.9565 0.055
As 2.4722 -0.6272 2.4956 0.568
C 3.2337 -2.4194 2.3901 -1.349
C 1.3863 -0.6143 4.1272 -0.918
H 1.2079 4.3414 4.0657 0.397
H 2.8819 4.8929 3.6892 0.385
H 2.6074 3.5099 4.8239 0.337
H 3.2904 4.9098 1.5587 0.469
H 3.6727 3.5283 0.4538 -0.018
H 2.0428 4.2557 0.4426 0.364
H 5.0418 3.7583 2.9423 0.287
H 7.2171 2.6875 3.5061 0.406
H 7.3581 0.2109 3.7168 0.397
H 5.3459 -1.2016 3.3659 0.352
H 3.5620 -2.7572 3.3832 0.468
H 2.4239 -3.0616 2.0163 0.330
H 4.0721 -2.4211 1.6815 0.385
H 1.9203 -1.1526 4.9266 0.399
H 1.1965 0.4268 4.4247 0.297
H 0.4435 -1.1240 3.8788 0.298
```

Output
Kohn-Sham gap (alpha / beta) ... 6.20 / 4.83 eV
Net charge ... +1
Energy relative to the best compared isomer or geometry (same formula, charge and spin) ... 0.000 eV
2S+1 ... 3
Max |F| ... 4.33 eV/A
<S²> ... 2.013


Record 3
This record from the Open Molecules 2025 dataset describes a molecular structure, C39H43F15GeNO6P2S2Tl in a non-equilibrium geometry. The level of theory is ωB97M-V/def2-TZVPD.

```
110
Properties=species:S:1:pos:R:3:mulliken_charge:R:1
Tl 1.2650 0.5991 0.1288 1.531
C -1.8562 1.3545 6.5002 -1.645
C -1.3445 1.3677 5.0737 0.837
C -2.3085 2.0304 4.1077 -0.789
O -1.1612 -0.0232 4.6823 -0.315
P 0.0653 -0.4034 3.7653 -0.481
O 0.3856 0.5543 2.6843 0.219
C -0.3854 -2.1070 3.2995 -1.015
P -1.3291 -2.1410 1.7462 -0.333
O -0.5796 -1.7429 0.5442 -0.128
O -1.8498 -3.6121 1.4993 -0.337
C -2.4541 -4.5946 2.3609 0.438
C -1.3787 -5.4024 3.0712 -1.331
C -3.4617 -4.0041 3.3355 -0.866
O -2.5443 -1.2206 2.1832 0.107
C -3.5121 -0.6058 1.2769 0.559
C -2.8791 0.3701 0.3015 -0.235
C -4.3079 -1.6672 0.5386 -1.192
O 1.2191 -0.5766 4.8481 -0.457
C 2.6397 -0.3834 4.6581 0.477
C 2.9578 1.0996 4.5757 -0.997
C 3.1598 -1.1621 3.4595 -0.995
H -2.0005 2.3750 6.8529 0.428
H -1.1444 0.8487 7.1523 0.407
H -2.8071 0.8222 6.5433 0.304
H -0.3743 1.8721 5.0287 0.242
H -3.2319 1.4517 4.0532 0.174
H -1.8657 2.0873 3.1148 -0.153
H -2.5350 3.0427 4.4417 0.537
H -0.9648 -2.5076 4.1293 0.223
H 0.5185 -2.7001 3.1619 0.531
H -2.9806 -5.2469 1.6624 0.415
H -0.8831 -4.8067 3.8398 0.202
H -0.6334 -5.7452 2.3540 0.342
H -1.8341 -6.2707 3.5460 0.479
H -2.9953 -3.2746 3.9990 0.123
H -3.8763 -4.8095 3.9411 0.508
H -4.2789 -3.5157 2.8073 0.101
H -4.1628 -0.0591 1.9608 0.243
H -2.4051 -0.1585 -0.5265 -0.256
H -2.1293 0.9865 0.7995 -0.330
H -3.6541 1.0196 -0.0983 0.623
H -3.6173 -2.3080 -0.0084 0.057
H -4.9876 -1.1932 -0.1664 0.548
H -4.8911 -2.2842 1.2229 0.254
H 3.0650 -0.7927 5.5757 0.306
H 2.4861 1.5291 3.6951 -0.044
H 4.0344 1.2462 4.4988 0.492
H 2.5933 1.6102 5.4680 0.331
H 2.6949 -0.7949 2.5415 -0.045
H 2.9576 -2.2282 3.5719 0.319
H 4.2371 -1.0211 3.3789 0.523
C 5.5308 0.2548 0.0807 -0.286
S 4.4628 1.3023 1.1027 0.154
C 4.2543 2.7042 -0.0258 -0.775
H 6.4557 0.7865 -0.1337 0.409
H 5.0184 -0.0196 -0.8386 -0.354
H 5.7511 -0.6372 0.6628 0.329
H 3.7065 2.4044 -0.9204 0.162
H 5.2249 3.1188 -0.2898 0.436
H 3.6916 3.4543 0.5270 0.199
N 0.6308 3.4482 0.0998 -0.035
C -0.5068 4.1849 0.4770 0.700
C -0.5672 4.8147 1.7177 -0.563
C -1.7085 5.5037 2.0971 -0.546
C -2.8021 5.5687 1.2470 -0.609
C -2.7421 4.9447 0.0073 -0.598
C -1.6013 4.2652 -0.3832 -0.350
H 0.7127 3.3597 -0.9076 -0.048
H 1.4810 3.8030 0.5108 0.103
H 0.2873 4.7558 2.3841 0.342
H -1.7376 6.0059 3.0561 0.433
H -3.6921 6.1052 1.5487 0.397
H -3.5913 4.9978 -0.6623 0.423
H -1.5355 3.7832 -1.3533 0.411
F 1.8966 -1.6445 -6.4167 -0.341
C 2.7732 -1.5617 -5.4045 0.774
C 2.4704 -0.8063 -4.2842 -1.037
C 3.4100 -0.8222 -3.2724 0.306
F 3.1839 -0.1454 -2.1310 0.003
C 4.5954 -1.5290 -3.3559 -0.168
F 5.4751 -1.5015 -2.3476 -0.280
C 4.8649 -2.2689 -4.4920 0.552
F 5.9956 -2.9626 -4.5876 -0.318
C 3.9424 -2.2923 -5.5233 0.197
F 4.1835 -3.0192 -6.6146 -0.314
Ge 0.7412 0.2227 -4.1339 1.272
S 0.6751 1.8670 -2.8361 -0.694
C -0.5889 -1.2228 -3.6849 -0.652
C -1.9225 -0.8513 -3.5973 0.228
F -2.2737 0.4037 -3.8973 -0.458
C -2.9181 -1.7233 -3.2027 0.142
F -4.2007 -1.3477 -3.1980 -0.412
C -2.5739 -2.9979 -2.7863 0.713
F -3.5112 -3.8317 -2.3393 -0.431
C -1.2507 -3.3919 -2.8137 0.206
F -0.9140 -4.6161 -2.4015 -0.390
C -0.2870 -2.5122 -3.2786 0.898
F 0.9727 -2.9674 -3.3110 -0.295
C 0.4706 0.7825 -6.0383 -1.180
C 1.4784 1.5582 -6.5871 0.520
F 2.5922 1.7772 -5.8694 -0.272
C 1.3990 2.1104 -7.8506 0.021
F 2.3949 2.8476 -8.3440 -0.298
C 0.2629 1.8831 -8.6090 0.698
F 0.1580 2.4133 -9.8236 -0.310
C -0.7614 1.1075 -8.0972 -0.033
F -1.8512 0.8814 -8.8343 -0.302
C -0.6418 0.5653 -6.8280 0.637
F -1.6389 -0.2165 -6.3940 -0.250
```

Output
Kohn-Sham gap ... 7.97 eV
Net charge ... 0
Energy relative to the best compared isomer or geometry (same formula, charge and spin) ... 0.588 eV
Max |F| ... 1.12 eV/A